No. 1
The following is a quantum chemistry calculation of C54H53CoN6O3P as an isolated structure, from OMol25.

```
118
Properties=species:S:1:pos:R:3
Co 0.05337 -0.20342 0.22273
C 3.97575 -1.71274 -3.13292
N 2.61171 -1.62045 -2.61864
C 2.18020 -0.79924 -1.63473
N 0.87114 -0.93971 -1.46626
C 0.43872 -1.85416 -2.39219
C 1.52078 -2.30403 -3.10862
C 1.58692 -3.26387 -4.22242
C 0.78940 -3.06990 -5.34812
C 0.82669 -3.98276 -6.39009
C 1.65815 -5.09190 -6.31524
C 2.45171 -5.29216 -5.19426
C 2.41389 -4.38305 -4.14833
C -0.98098 -2.17188 -2.61587
C -1.85968 -1.14020 -2.93913
C -3.19717 -1.40637 -3.19382
C -3.66570 -2.71215 -3.13476
C -2.78824 -3.74908 -2.84144
C -1.44992 -3.48290 -2.59096
P 3.21555 0.41637 -0.76520
C 1.93230 1.71064 -0.75293
N 0.65115 1.50714 -0.46037
C -0.01193 2.69570 -0.65667
C 0.90327 3.63957 -1.05847
N 2.11874 2.99686 -1.11539
C 3.37686 3.60466 -1.54165
C 0.71891 5.05079 -1.43792
C -0.14042 5.37312 -2.48567
C -0.34052 6.69937 -2.83494
C 0.31706 7.70792 -2.14377
C 1.17397 7.39168 -1.09874
C 1.37282 6.06629 -0.74350
C -1.45990 2.85584 -0.46067
C -2.33320 1.85169 -0.86316
C -3.70027 1.98235 -0.67273
C -4.21004 3.13028 -0.08348
C -3.34553 4.14331 0.31464
C -1.97897 4.00967 0.12848
C 2.98105 -0.16698 0.93672
N 1.80046 -0.45387 1.46404
C 2.02705 -0.73779 2.79423
C 3.37719 -0.64174 3.04544
N 3.96617 -0.28030 1.85821
C 5.39478 -0.06900 1.64425
C 4.11808 -0.85239 4.29972
C 3.97866 -2.05403 4.99002
C 4.64726 -2.24941 6.18829
C 5.45687 -1.24755 6.70456
C 5.59550 -0.04551 6.02447
C 4.92544 0.15370 4.82771
C 1.00028 -1.01420 3.82759
C 0.78438 -0.08160 4.83999
C -0.12800 -0.33555 5.85242
C -0.82232 -1.53837 5.87877
C -0.58056 -2.49201 4.90118
C 0.33098 -2.23038 3.88700
H 4.44619 -0.73426 -3.08557
H 4.55933 -2.42687 -2.55447
H 3.93398 -2.04151 -4.16701
H 0.14340 -2.20249 -5.40618
H 0.20931 -3.82579 -7.26435
H 1.68623 -5.80233 -7.13047
H 3.09571 -6.15900 -5.13186
H 3.02049 -4.55316 -3.26585
H -1.47809 -0.13063 -3.03632
H -3.86773 -0.59917 -3.45971
H -4.70598 -2.92582 -3.34146
H -3.14533 -4.77050 -2.82131
H -0.76519 -4.29881 -2.39086
H 3.15695 4.39260 -2.25594
H 3.90495 4.03103 -0.69077
H 3.99915 2.85072 -2.01541
H -0.65314 4.58345 -3.02125
H -1.00774 6.94628 -3.64978
H 0.16045 8.74224 -2.41900
H 1.68186 8.17745 -0.55591
H 2.02574 5.82233 0.08697
H -1.94378 0.95852 -1.33347
H -4.36670 1.18995 -0.98952
H -5.27658 3.24097 0.06042
H -3.73801 5.04167 0.77224
H -1.31353 4.80366 0.44473
H 5.94577 -0.69966 2.33598
H 5.65298 -0.34208 0.62470
H 5.66278 0.97144 1.81916
H 3.34829 -2.83534 4.58416
H 4.53896 -3.18615 6.71828
H 5.97714 -1.40145 7.64042
H 6.21949 0.73955 6.43006
H 5.01908 1.10211 4.31103
H 1.35470 0.83847 4.84430
H -0.28269 0.39600 6.63505
H -1.52285 -1.74333 6.67740
H -1.08469 -3.44954 4.94186
H 0.55301 -2.99120 3.15564
C 0.74505 -3.34690 0.36032
O -0.28576 -2.37372 0.51265
C -1.54399 -2.97351 0.82177
C -2.62080 -1.95838 0.49193
O -2.17296 -0.65828 0.85377
C -2.47642 -0.30660 2.20300
C -1.92079 1.06737 2.42396
O -0.54645 1.02488 2.03948
C 0.14379 2.20536 2.43526
H 0.57402 -3.93229 -0.54534
H 0.76683 -4.02497 1.21351
H 1.69378 -2.82160 0.29098
H -1.54996 -3.27176 1.87425
H -1.68685 -3.86195 0.20133
H -3.54800 -2.20439 1.01403
H -2.81583 -1.93878 -0.57827
H -2.00869 -1.01928 2.88933
H -3.55867 -0.30983 2.35588
H -1.99897 1.32435 3.48420
H -2.44671 1.82000 1.83109
H -0.25508 3.08197 1.92185
H 1.19501 2.07227 2.18634
H 0.03944 2.34465 3.51177
```

Output
* multiplicity: 2
* <S²>: 0.7565
* LUMO (spin up / spin down): -4.808 / -4.459 eV
* total charge: +2
* orbital gap (spin up / spin down): 0.293 / 0.306 Ha

Here are the Löwdin charges for atoms 1 to 8, given in e:
1. Co 0.69
2. C 0.01
3. N -0.03
4. C -0.41
5. N 0.07
6. C -0.16
7. C -0.10
8. C -0.18

No. 2
The following is a quantum chemistry calculation of C54H54BCaIN3O3PSSi as an isolated structure at a distorted geometry, from OMol25.

```
120
Properties=species:S:1:pos:R:3
Ca -1.11972 -0.16290 -0.32221
I 0.32298 -3.37771 1.07354
C 0.84157 -3.42245 3.09334
C 0.29431 -4.49152 3.74229
C 0.78241 -4.90618 5.00265
C 1.86445 -4.28111 5.52915
C 2.43595 -3.14946 4.88717
C 3.59961 -2.56173 5.44226
C 4.16995 -1.47121 4.86487
C 3.52287 -0.86244 3.77206
C 2.37879 -1.37043 3.21465
P 1.44363 -0.22482 2.09607
C 1.42621 1.28205 3.14631
C 2.42277 2.25691 3.18617
C 2.29468 3.36877 4.00563
C 1.16838 3.52230 4.80530
C 0.17505 2.55485 4.78161
C 0.30147 1.44698 3.95356
C 2.72767 0.16865 0.84587
C 3.62732 -0.80119 0.41806
C 4.54189 -0.52354 -0.59265
C 4.57321 0.72946 -1.18156
C 3.66270 1.69998 -0.78075
C 2.73710 1.41387 0.20924
C 1.86662 -2.61934 3.69515
H -0.49003 -5.06291 3.26461
H 0.33157 -5.75744 5.49713
H 2.31771 -4.63432 6.44781
H 4.03051 -3.01185 6.32913
H 5.07499 -1.03724 5.26963
H 3.92429 0.06916 3.39244
H 3.30744 2.15787 2.56900
H 3.07609 4.11836 4.01637
H 1.06650 4.39411 5.43912
H -0.70945 2.66566 5.39595
H -0.48673 0.70083 3.93701
H 3.62540 -1.78208 0.87897
H 5.23177 -1.29362 -0.91503
H 5.28724 0.94840 -1.96512
H 3.65935 2.67284 -1.25657
H 2.01563 2.17406 0.48789
C -2.08521 2.63832 0.97816
Si -3.41126 2.34295 -0.30833
C -5.05219 2.79595 0.43855
C -3.00504 3.48699 -1.71851
N -3.29954 0.67246 -0.71691
C -3.86849 0.09693 -1.83633
C -4.83807 0.69161 -2.66803
C -5.36569 0.05807 -3.78279
C -4.96908 -1.22778 -4.11939
C -4.03483 -1.86821 -3.31503
C -3.50931 -1.21135 -2.22339
O -2.58353 -1.87018 -1.37192
C -1.78039 -2.84982 -1.96901
C -1.86681 -4.13580 -1.47510
C -1.02102 -5.11057 -1.99280
C -0.11017 -4.78707 -2.98966
C -0.04959 -3.48732 -3.47809
C -0.89372 -2.50852 -2.97475
H -2.16625 3.65665 1.37008
H -1.07201 2.56086 0.55317
H -2.16037 1.94916 1.82347
H -5.11572 3.87055 0.63265
H -5.18623 2.27244 1.39060
H -5.88665 2.52235 -0.21285
H -2.96390 4.52362 -1.36944
H -3.71570 3.43783 -2.54581
H -2.01994 3.22005 -2.11628
H -5.18421 1.68664 -2.41532
H -6.09761 0.57701 -4.38926
H -5.37509 -1.73069 -4.98641
H -3.71120 -2.87549 -3.54456
H -2.58164 -4.35544 -0.69322
H -1.07490 -6.12152 -1.60959
H 0.55472 -5.54446 -3.38310
H 0.66225 -3.22382 -4.24913
H -0.86102 -1.49617 -3.35428
N -4.49518 -1.29758 1.38931
C -3.64326 -1.52095 2.38599
S -2.06472 -0.87723 2.43096
N -4.10186 -2.32390 3.37140
C -3.35471 -2.84321 4.46213
C -2.56780 -2.02216 5.25544
C -1.88106 -2.56830 6.32937
C -1.99788 -3.91912 6.63538
C -2.81300 -4.72799 5.85569
C -3.48416 -4.19163 4.76526
H -4.21037 -0.64966 0.62248
H -5.42741 -1.67821 1.40258
H -4.94984 -2.82945 3.16508
H -2.50563 -0.96523 5.03742
H -1.25992 -1.92563 6.93988
H -1.45970 -4.33609 7.47692
H -2.92928 -5.77818 6.08970
H -4.11519 -4.82219 4.14878
C 2.17514 5.31507 -5.98111
C 3.17014 4.15688 -6.05054
C 3.25958 3.69611 -7.51117
C 4.54568 4.66812 -5.60045
C 2.75259 2.99017 -5.14971
C 3.43960 1.77405 -5.23928
C 3.12094 0.67228 -4.44503
C 2.09125 0.82572 -3.54447
O 1.58646 -0.07537 -2.65091
B 0.53389 0.57214 -1.92109
O 0.45343 1.90612 -2.47043
C 1.41699 2.01713 -3.43578
C 1.71453 3.11149 -4.21804
H 2.47585 6.09500 -6.68401
H 2.14216 5.76568 -4.98690
H 1.16501 4.99501 -6.24564
H 3.47411 4.54914 -8.16015
H 2.31856 3.24714 -7.83571
H 4.05133 2.96080 -7.66083
H 4.86538 5.51100 -6.21993
H 5.30141 3.88389 -5.67810
H 4.51268 5.00117 -4.56055
H 4.25811 1.67878 -5.94219
H 3.66306 -0.26116 -4.52662
H 1.14838 4.02449 -4.09864
```

Output
* energy relative to the best compared isomer or geometry (same formula, charge and spin): 78.49 kJ/mol
* LUMO: 0.051 eV
* orbital gap: 0.258 Ha

Here are the Löwdin charges for atoms 1 to 8, given in e:
1. Ca 1.03
2. I 1.07
3. C -0.62
4. C -0.18
5. C -0.09
6. C -0.04
7. C -0.16
8. C -0.03

No. 3
The following is a quantum chemistry calculation of C54H55BrDyN8OPS as an isolated structure, from OMol25.

```
122
Properties=species:S:1:pos:R:3
Dy 0.22113 -1.46455 -0.33417
C 2.18034 -4.66215 0.69054
C 1.10846 -4.34290 1.73565
N 0.82634 -2.89870 1.87415
C 1.75213 -2.20061 2.77871
C 3.16791 -2.06281 2.23248
S 3.25978 -1.32986 0.55302
C 4.19507 -2.61313 -0.35437
C 3.32127 -3.56935 -1.16465
N 2.04728 -3.80841 -0.49924
H 3.17546 -4.54071 1.11046
H 2.09111 -5.72040 0.43295
H 0.18059 -4.82636 1.43715
H 1.41390 -4.75752 2.70197
H -0.09251 -2.85077 2.30928
H 1.35041 -1.20556 2.96002
H 1.81838 -2.71218 3.74659
H 3.73201 -1.40213 2.88692
H 3.68645 -3.01544 2.20469
H 4.87598 -2.07661 -1.01292
H 4.80505 -3.12308 0.38831
H 3.10220 -3.13588 -2.13685
H 3.88797 -4.49307 -1.33628
H 1.43920 -4.30443 -1.14069
C -4.59024 2.06815 -0.63959
N -3.88112 0.82535 -0.36816
C -2.54126 0.67616 -0.22516
N -2.23258 -0.58202 0.08539
C -3.43472 -1.24860 0.18872
C -4.47005 -0.38415 -0.11736
C -5.91962 -0.62794 -0.13679
C -6.54090 -1.23540 0.95418
C -7.89831 -1.50466 0.92094
C -8.65100 -1.17089 -0.19675
C -8.04213 -0.55843 -1.28171
C -6.68329 -0.28648 -1.25279
C -3.63034 -2.63928 0.62706
C -4.36433 -3.51759 -0.16667
C -4.59808 -4.81201 0.26503
C -4.11793 -5.23260 1.49780
C -3.40105 -4.35635 2.29855
C -3.15628 -3.06393 1.86401
P -1.46521 2.12702 -0.28641
C -0.41509 1.81278 1.15754
N 0.59374 0.95289 1.32443
C 1.23625 1.38319 2.47608
C 0.55710 2.45592 3.01848
N -0.46812 2.72324 2.16412
C -1.42732 3.80728 2.32098
C 0.89421 3.29951 4.18212
C 1.66720 4.44140 3.97697
C 2.02026 5.24344 5.05059
C 1.60058 4.91191 6.33075
C 0.82711 3.77916 6.53760
C 0.47128 2.97355 5.46645
C 2.56882 1.04998 3.02520
C 3.71192 1.41718 2.31996
C 4.96287 1.31616 2.91077
C 5.08350 0.86854 4.21832
C 3.94758 0.51230 4.93404
C 2.69794 0.61066 4.34344
C -0.28518 1.70010 -1.59957
N 0.43319 0.59419 -1.77676
C 1.13291 0.78685 -2.94967
C 0.80656 2.01179 -3.48787
N -0.08322 2.57522 -2.61452
C -0.61411 3.92962 -2.70170
C 1.28337 2.64092 -4.72656
C 0.37996 3.14276 -5.66387
C 0.84069 3.71648 -6.83803
C 2.20337 3.79553 -7.08575
C 3.10621 3.28680 -6.16270
C 2.65134 2.71023 -4.98854
C 2.08067 -0.14728 -3.58271
C 3.28717 -0.48056 -2.97718
C 4.23316 -1.22122 -3.67609
C 3.97303 -1.65945 -4.96439
C 2.76249 -1.34488 -5.56829
C 1.83146 -0.57770 -4.88931
H -4.13121 2.88843 -0.09435
H -5.62023 1.95900 -0.31316
H -4.58416 2.30239 -1.70368
H -5.95776 -1.49732 1.82769
H -8.37424 -1.97627 1.77035
H -9.70865 -1.39593 -0.22409
H -8.62526 -0.29479 -2.15406
H -6.20913 0.16160 -2.11839
H -4.73401 -3.18870 -1.12943
H -5.16297 -5.49335 -0.35754
H -4.30872 -6.24260 1.83558
H -3.04488 -4.68079 3.26829
H -2.61561 -2.36109 2.49066
H -1.15336 4.38006 3.20209
H -2.43552 3.41669 2.45306
H -1.41207 4.46663 1.45536
H 2.00498 4.68442 2.97629
H 2.62587 6.12532 4.88855
H 1.88162 5.53519 7.16912
H 0.50095 3.52075 7.53640
H -0.13557 2.09048 5.62655
H 3.61605 1.80395 1.31419
H 5.84683 1.60970 2.35930
H 6.05745 0.81451 4.68644
H 4.03478 0.17380 5.95824
H 1.81479 0.34216 4.90934
H -0.04243 4.47860 -3.44307
H -0.51739 4.43206 -1.74234
H -1.66299 3.92690 -2.99556
H -0.68631 3.05699 -5.48960
H 0.13506 4.10023 -7.56281
H 2.56037 4.24953 -8.00031
H 4.16934 3.34357 -6.35516
H 3.35362 2.31596 -4.26478
H 3.50689 -0.10010 -1.98511
H 5.19354 -1.44133 -3.22615
H 4.71941 -2.22741 -5.50320
H 2.55663 -1.67553 -6.57783
H 0.91119 -0.28016 -5.38114
O -0.52625 -1.74130 -2.96488
H -1.14356 -2.48366 -2.98973
H -0.14799 -1.66927 -3.84906
Br -1.02941 -3.80750 -0.90045
```

Output
* multiplicity: 6
* <S²>: 9.3398
* LUMO (spin up / spin down): -4.284 / -4.878 eV
* total charge: +2
* orbital gap (spin up / spin down): 0.297 / 0.275 Ha

Here are the Löwdin charges for atoms 1 to 8, given in e:
1. Dy 1.37
2. C -0.19
3. C -0.21
4. N -0.16
5. C -0.26
6. C -0.38
7. S 0.87
8. C -0.40

No. 4
The following is a quantum chemistry calculation of C54H55CsGeN8O3S2 as an isolated structure at a distorted geometry, from OMol25.

```
124
Properties=species:S:1:pos:R:3
Cs -0.49978 0.23281 0.85747
C -3.40993 3.27588 6.58311
C -2.82888 3.63262 5.21806
N -1.61796 2.90904 4.91822
C -1.59997 1.67437 4.29816
S -0.09729 0.83676 4.34487
N -2.76990 1.30394 3.80971
N -2.72646 0.23554 2.96038
C -3.83685 -0.37167 2.74267
C -5.12944 -0.04764 3.43778
C -3.81463 -1.46318 1.72888
C -4.99789 -2.02553 1.24413
C -4.92630 -3.02174 0.28326
C -3.68648 -3.44334 -0.16246
C -2.55606 -2.84354 0.38685
N -2.62103 -1.88446 1.29772
H -4.30425 3.86428 6.80381
H -2.68405 3.45856 7.37888
H -3.67474 2.21832 6.60482
H -2.62583 4.70700 5.15431
H -3.54761 3.38718 4.43881
H -0.82474 3.03647 5.52563
H -4.93338 0.63517 4.25947
H -5.60256 -0.95591 3.81893
H -5.84229 0.43014 2.75865
H -5.95605 -1.67940 1.60591
H -5.83774 -3.45991 -0.10892
H -3.58123 -4.22050 -0.90832
H -1.54591 -3.14119 0.10118
O -2.22488 7.58366 -4.81765
C -2.51483 6.25662 -4.61519
O -3.49664 5.80464 -5.16063
C -1.60253 5.50640 -3.74908
C -1.96998 4.20396 -3.35250
C -1.15237 3.45293 -2.55693
C 0.11105 3.91893 -2.09803
C 0.47153 5.24113 -2.49923
C -0.36359 5.98886 -3.29625
N 0.85892 3.05270 -1.38224
C 1.95887 3.45835 -0.75177
C 2.81592 2.54495 -0.05926
C 3.93366 3.01420 0.67223
C 4.74539 2.11582 1.32324
C 4.46204 0.74885 1.24707
C 3.35674 0.37571 0.49746
N 2.55508 1.22125 -0.13595
H -1.48452 7.82229 -4.25077
H -2.92015 3.80670 -3.68747
H -1.45733 2.46647 -2.23526
H 1.43387 5.65021 -2.22529
H 0.00565 6.96587 -3.60378
H 2.22809 4.51444 -0.67065
H 4.12384 4.07992 0.72203
H 5.59015 2.47031 1.90410
H 5.04443 0.00359 1.77024
H 3.09543 -0.67528 0.39220
C -5.05556 2.52850 -6.44124
C -4.15754 1.73424 -5.53510
C -2.83696 1.47900 -5.88724
C -1.97704 0.83848 -5.00869
C -2.45125 0.42484 -3.77496
C -3.76779 0.65199 -3.40559
C -4.61207 1.30205 -4.29218
S -1.31087 -0.22725 -2.56089
C -1.35556 -1.96323 -2.98853
O -2.04246 -0.14378 -1.24826
H -4.66442 2.55774 -7.45770
H -5.13553 3.55878 -6.08956
H -6.06119 2.10641 -6.47297
H -2.46162 1.83336 -6.83968
H -0.93196 0.70313 -5.26049
H -4.08908 0.36347 -2.41301
H -5.63483 1.51076 -3.99923
H -2.38364 -2.29826 -2.85378
H -0.66854 -2.46219 -2.30349
H -1.00487 -2.08686 -4.01085
C 0.88998 -2.96298 0.15345
Ge 2.20671 -3.63579 1.34825
C 3.28054 -2.49514 2.55581
C 2.62237 -1.52876 3.31931
C 3.30918 -0.71722 4.21055
C 4.68183 -0.86789 4.36300
C 5.35484 -1.82674 3.62080
C 4.65785 -2.62986 2.72463
C 3.58033 -4.68501 0.36089
C 4.41479 -4.02360 -0.54227
C 5.34887 -4.70816 -1.30557
C 5.46564 -6.08789 -1.18665
C 4.64111 -6.76568 -0.30155
C 3.71185 -6.06788 0.46222
C 1.37227 -4.93849 2.57898
C 0.10622 -5.43162 2.26650
C -0.52036 -6.36636 3.08070
C 0.11273 -6.82523 4.22740
C 1.36993 -6.33795 4.55748
C 1.98783 -5.40132 3.73932
H 1.32446 -2.12019 -0.41706
H 1.55084 -1.38732 3.21863
H 2.76538 0.03672 4.76658
H 5.22538 -0.23305 5.05377
H 6.42797 -1.94624 3.73075
H 5.20044 -3.37097 2.14577
H 4.32019 -2.94904 -0.66534
H 5.98213 -4.16676 -2.00022
H 6.19161 -6.62882 -1.78353
H 4.71882 -7.84340 -0.20508
H 3.07573 -6.61496 1.15016
H -0.38712 -5.05046 1.37888
H -1.51045 -6.72739 2.82541
H -0.37723 -7.54900 4.86908
H 1.86394 -6.67937 5.46064
H 2.96259 -5.01309 4.01878
C 4.40382 1.10308 -2.64209
N 3.57386 -0.05890 -2.86548
C 3.99124 -1.35984 -3.00950
C 2.85870 -2.09291 -3.20714
N 1.75619 -1.27460 -3.19529
C 2.22635 -0.06975 -2.97256
H 5.13868 1.19350 -3.44444
H 4.90986 1.03802 -1.67866
H 3.76552 1.98426 -2.63262
H 5.02845 -1.63612 -2.92986
H 2.77109 -3.16106 -3.31522
H 1.64178 0.82898 -2.83704
```

Output
* energy relative to the best compared isomer or geometry (same formula, charge and spin): 13.14 kJ/mol
* LUMO (spin up / spin down): 3.608 / 3.617 eV
* total charge: -2
* orbital gap (spin up / spin down): 0.206 / 0.166 Ha

Here are the Löwdin charges for atoms 1 to 8, given in e:
1. Cs 0.91
2. C -0.11
3. C -0.28
4. N -0.07
5. C -0.91
6. S 0.43
7. N -0.04
8. N -0.05

E for every record listed, in sequence, given in eV: -118847.42557; -122710.77089; -185103.84988; -153687.02903.